97
Properties=species:S:1:pos:R:3:forces:R:3 method="wB97M-V/def2-TZVPD" smiles="CCP(CC)C1=C([PH2]=O)C(=O)C(N(C)C(C)=O)=CC1=O.CN(C)P(=O)(N(C)C)N(C)C.CN(C)P(=O)(N(C)C)N(C)C" homo_lumo_gap_ev=6.138
C 3.56043 -3.40990 1.45264 0.2 0.7 -0.7
C 4.71174 -2.40518 1.75596 -1.3 0.0 0.4
P 4.68180 -1.14442 0.42135 0.9 -1.1 -1.6
C 5.98414 0.12938 0.65358 -0.6 0.6 1.3
C 5.86984 1.01346 1.91102 0.8 0.4 -0.5
C 3.01654 -0.40493 0.33948 -0.5 0.5 0.7
C 2.46956 -0.02951 -0.82670 0.5 -0.5 0.2
P 3.44116 -0.20215 -2.38768 -0.3 1.0 -0.7
O 2.97949 0.71437 -3.44640 -0.1 0.0 -0.2
C 1.06272 0.52523 -0.83773 -0.5 0.3 -0.9
O 0.66141 1.25768 -1.70982 0.3 -0.5 0.5
C 0.14240 0.09063 0.28736 0.7 0.3 -0.5
N -1.25524 0.10295 0.03535 -0.5 -0.2 1.0
C -1.90562 -1.12588 0.53427 0.2 0.3 -0.1
C -1.87831 1.30771 0.49916 0.0 1.4 -0.8
C -2.80143 1.30117 1.70468 -0.1 -0.4 -0.2
O -1.69886 2.35510 -0.08338 0.2 -0.8 0.6
C 0.70556 -0.24471 1.44625 -0.1 -0.2 -0.3
C 2.17480 -0.21727 1.57557 0.3 -0.2 0.6
O 2.70044 -0.07102 2.66288 0.0 -0.1 -0.2
H 2.65130 -3.15482 1.99234 0.0 -0.2 0.3
H 3.86370 -4.44058 1.60394 -0.1 -0.1 0.3
H 3.30151 -3.30544 0.39408 -0.1 -0.3 -0.1
H 4.51825 -2.00298 2.74961 0.5 0.1 0.1
H 5.65370 -2.94373 1.71307 0.3 0.3 0.0
H 6.02736 0.79061 -0.20992 -0.2 -0.2 -0.3
H 6.93829 -0.39607 0.69090 0.0 -0.2 -0.2
H 4.87541 1.42106 2.06296 -0.1 -0.2 0.1
H 6.24846 0.51284 2.79795 -0.4 -0.2 0.2
H 6.53386 1.87099 1.76870 0.0 0.1 0.1
H 3.40350 -1.55546 -2.79419 0.0 -0.1 0.6
H 4.78131 0.04899 -2.04114 -0.1 -0.3 0.2
H -1.58707 -1.95842 -0.08453 0.0 -0.1 0.0
H -1.63743 -1.34828 1.56461 -0.2 -0.2 0.1
H -2.97887 -0.99228 0.44838 -0.1 -0.1 0.0
H -2.60829 0.50160 2.41587 0.0 0.0 0.0
H -3.82572 1.21535 1.34039 -0.1 -0.2 0.0
H -2.73798 2.26186 2.20154 0.2 0.1 -0.1
H 0.10912 -0.53642 2.29876 0.2 0.1 0.2
C -1.47519 8.14419 -4.88593 0.0 0.3 0.4
N -2.25527 6.92408 -4.93432 -0.5 0.0 0.1
C -3.38788 7.11110 -5.83493 -0.2 -0.4 -0.2
P -2.54833 5.86375 -3.60210 6.0 0.2 -2.1
O -2.93521 4.61634 -4.35499 -2.9 0.9 1.7
N -1.06124 5.29270 -2.92484 0.1 0.0 0.2
C 0.21930 5.69533 -3.47194 0.0 0.5 0.0
C -1.04180 3.86546 -2.59114 -0.2 0.0 -0.3
N -2.63170 7.15642 -2.41062 -2.5 -1.4 0.5
C -2.16167 6.89181 -1.03935 0.3 -0.1 0.2
C -4.02866 7.64687 -2.29189 0.0 0.4 -0.4
H -1.99404 8.96986 -4.37823 0.0 0.0 0.0
H -1.25678 8.47084 -5.90596 -0.1 -0.1 -0.1
H -0.51202 8.00638 -4.40573 -0.1 -0.1 0.1
H -4.07707 7.89008 -5.47545 0.1 0.1 -0.1
H -3.95297 6.18714 -5.94892 0.1 0.0 0.1
H -3.04224 7.39999 -6.83028 0.1 0.1 0.0
H 0.28716 5.53398 -4.55578 0.1 0.1 0.0
H 1.02541 5.13329 -2.99766 -0.1 -0.2 0.0
H 0.43541 6.74371 -3.24480 0.0 0.0 -0.1
H -0.83309 3.24196 -3.46718 0.0 0.0 0.0
H -1.99218 3.55086 -2.17070 0.0 0.0 0.0
H -0.28053 3.66567 -1.83984 0.0 0.1 0.0
H -2.59831 5.98655 -0.61145 0.0 0.0 0.1
H -2.42659 7.73748 -0.39849 -0.2 0.0 -0.2
H -1.08054 6.81171 -1.00303 0.0 -0.2 -0.2
H -4.68716 6.89399 -1.84844 0.0 0.1 0.1
H -4.43232 7.90742 -3.27321 0.1 -0.1 0.0
H -4.06825 8.54838 -1.68042 0.1 0.0 0.0
C 0.95683 -6.30896 4.05655 -0.2 -0.4 0.1
N 0.27006 -5.16334 3.49017 -0.5 0.3 0.2
C 0.09903 -4.14554 4.52477 0.0 0.4 -0.2
P -0.98759 -5.22633 2.31242 5.9 -1.9 -1.8
O -0.90694 -3.81689 1.77924 -3.1 0.0 1.4
N -0.43315 -6.04309 0.88300 -0.1 -0.2 -0.2
C 0.91805 -6.56256 0.78748 0.1 -0.3 0.3
C -0.81837 -5.40691 -0.37291 -0.1 0.2 0.1
N -1.69728 -6.70747 2.93206 -2.4 1.8 -0.2
C -2.32809 -7.64941 1.98884 0.1 -0.2 -0.3
C -2.72453 -6.38634 3.95868 0.4 0.0 0.5
H 0.34535 -6.86510 4.77976 0.0 0.0 0.0
H 1.85345 -5.96624 4.57863 -0.1 0.2 0.0
H 1.30181 -7.00671 3.30105 -0.2 0.0 0.0
H -0.53874 -4.49783 5.34770 0.1 0.0 0.1
H -0.34932 -3.24141 4.11482 0.0 -0.1 -0.1
H 1.06598 -3.86085 4.94526 0.0 -0.1 0.0
H 1.67883 -5.81067 1.03616 0.0 -0.1 0.0
H 1.11576 -6.92009 -0.22442 -0.1 0.1 -0.1
H 1.04997 -7.43988 1.42496 0.0 0.1 0.1
H -0.15328 -4.57575 -0.63798 -0.1 0.0 0.0
H -1.83573 -5.01949 -0.32090 0.0 0.0 0.0
H -0.79405 -6.13944 -1.18333 0.1 -0.1 0.1
H -3.04956 -7.16387 1.32855 -0.1 -0.1 0.0
H -2.84852 -8.42770 2.55167 0.0 0.2 0.2
H -1.58465 -8.15913 1.38548 0.1 0.2 -0.1
H -3.59537 -5.89191 3.52008 -0.1 -0.1 0.0
H -2.31357 -5.72361 4.72394 0.1 0.0 -0.1
H -3.05563 -7.29231 4.46474 0.1 0.0 -0.1

=====

91
Properties=species:S:1:pos:R:3:forces:R:3 method="wB97M-V/def2-TZVPD" de_lowest_kj_mol=361.4 homo_lumo_gap_ev=4.793 total_charge=+1
C 1.23392 -4.29428 3.19917 0.0 -0.4 -0.2
C 2.60662 -4.06208 2.38022 -0.8 -0.5 -0.3
C 3.93725 -4.05016 3.27938 0.6 -1.9 -0.8
C 4.12952 -5.40590 4.14804 -0.2 0.8 -0.4
N 4.07352 -2.86779 4.19177 -0.6 1.2 -2.5
F 4.25480 -2.98097 5.54326 -0.1 0.1 -0.5
C 4.07699 -1.60834 3.71527 0.3 4.5 0.0
N 3.92869 -1.09768 2.36254 0.2 2.4 1.5
C 4.00398 0.37185 2.34657 0.6 -5.7 5.8
N 4.22647 0.61569 3.77131 -1.1 1.1 -3.2
O 4.41929 1.82095 4.39325 4.0 0.3 -0.2
C 5.86536 1.96800 4.38717 3.4 1.0 -0.8
N 7.06821 2.09171 4.24905 -6.9 -0.8 0.9
N 4.25189 -0.46607 4.59560 -0.5 -3.8 -2.9
H 0.46110 -3.45479 2.98647 1.4 -1.4 0.6
H 0.75419 -5.30125 2.87776 0.8 1.8 0.6
H 1.46560 -4.39828 4.31586 -0.6 0.4 -1.5
H 2.48618 -3.14795 1.69134 0.6 -1.3 1.2
H 2.71349 -4.97072 1.66325 0.2 1.6 1.2
H 4.84865 -4.00959 2.55853 -1.5 0.1 1.2
H 5.17638 -5.37083 4.60898 -1.5 -0.4 -0.8
H 3.99119 -6.27990 3.39829 0.4 1.5 1.5
H 3.36992 -5.45965 5.00459 1.0 -0.1 -1.4
H 3.91753 1.12841 1.48921 0.2 -1.3 1.6
H 4.40686 -0.51609 5.61500 -0.1 0.8 -0.8
C -0.19200 -1.30454 0.02446 0.0 0.0 0.0
C 0.87437 -0.29769 -0.39247 -0.2 -0.1 -0.3
N 1.63398 -0.68512 -1.57806 0.4 -0.1 0.1
C 2.80701 0.15695 -1.81223 -0.1 -0.1 0.1
C 2.56886 1.62979 -2.14186 0.2 0.2 -0.1
C 0.84999 -1.00343 -2.76923 -0.3 -0.3 0.0
C -0.07081 0.08352 -3.32197 0.0 0.1 -0.2
H 0.24482 -2.29160 0.20262 0.0 0.0 -0.1
H -0.66686 -0.97597 0.95411 0.0 0.0 -0.1
H -0.98142 -1.40153 -0.72428 0.1 0.0 0.1
H 1.56707 -0.19957 0.45230 0.2 0.1 -0.2
H 0.39601 0.68165 -0.52543 -0.1 0.1 0.1
H 3.41831 -0.28608 -2.60623 -0.2 -0.1 0.0
H 3.43956 0.10921 -0.91564 -0.1 -0.1 0.1
H 2.22668 1.76467 -3.16777 -0.1 0.0 0.1
H 3.50994 2.18269 -2.04886 -0.1 0.0 0.0
H 1.85051 2.10049 -1.46630 0.0 0.0 -0.1
H 0.23970 -1.88713 -2.55389 0.1 0.1 0.1
H 1.52128 -1.33510 -3.56924 0.1 0.1 0.2
H -0.62070 0.60988 -2.53717 0.0 0.0 0.0
H -0.80847 -0.36634 -3.99082 0.0 0.0 0.1
H 0.48243 0.81749 -3.90997 -0.1 0.0 0.1
C -3.30463 -1.98778 -4.35034 0.1 0.0 0.0
C -4.67547 -1.62766 -4.91141 0.1 0.1 0.0
N -4.99892 -0.20688 -4.82822 -0.2 0.2 0.2
C -6.40001 0.08374 -5.13234 -0.1 -0.1 0.2
C -6.89213 -0.19808 -6.55087 -0.2 0.1 -0.2
C -4.03142 0.71033 -5.42412 0.3 -0.1 0.1
C -3.71834 0.54252 -6.91073 0.0 0.1 -0.2
H -3.20871 -1.67060 -3.30771 0.0 0.1 -0.1
H -3.16479 -3.07229 -4.38413 0.0 0.1 0.0
H -2.49303 -1.53946 -4.92853 -0.1 0.0 0.0
H -5.41498 -2.19054 -4.33166 -0.1 0.2 -0.1
H -4.73723 -1.99495 -5.94411 0.0 -0.1 0.0
H -6.61293 1.13055 -4.88776 0.2 0.0 0.0
H -7.02143 -0.49519 -4.43855 0.2 -0.1 0.0
H -6.54794 0.55831 -7.25666 0.0 -0.1 0.0
H -7.98668 -0.17182 -6.57043 0.1 0.0 0.0
H -6.58707 -1.18243 -6.91314 0.0 0.1 0.0
H -3.09065 0.62750 -4.86835 -0.1 -0.1 0.0
H -4.35234 1.74318 -5.24749 -0.2 -0.2 0.1
H -3.59733 -0.50464 -7.20030 0.0 0.1 0.1
H -2.78347 1.05679 -7.14938 0.0 0.0 0.0
H -4.49240 0.98821 -7.53712 0.1 -0.1 0.0
C 1.57344 4.76881 3.63764 0.0 0.0 -0.1
C 0.06153 4.58684 3.55997 0.1 -0.1 0.0
N -0.37280 3.62502 2.55097 -0.1 -0.1 -0.3
C -1.81693 3.64874 2.31531 -0.1 0.2 -0.2
C -2.73095 3.22869 3.46494 -0.2 -0.1 0.1
C 0.21960 2.29527 2.63264 0.2 0.2 0.0
C 0.01888 1.50936 3.92861 0.0 -0.2 0.1
H 1.98496 5.07139 2.67048 -0.1 -0.1 0.0
H 1.81436 5.55108 4.36304 -0.1 -0.1 -0.1
H 2.08161 3.85746 3.96469 0.0 0.0 0.0
H -0.36491 5.56586 3.31763 -0.2 -0.2 -0.1
H -0.30932 4.31857 4.55779 0.0 0.1 0.1
H -2.04987 3.03421 1.43827 0.2 0.0 0.1
H -2.09232 4.66816 2.02065 0.2 0.0 0.1
H -2.73811 2.14689 3.60229 0.0 0.1 0.1
H -3.76089 3.52398 3.24001 0.1 0.0 0.0
H -2.45963 3.70198 4.41133 0.0 0.0 -0.1
H 1.29823 2.38628 2.45511 0.0 0.2 0.0
H -0.13568 1.68439 1.79469 -0.2 0.2 0.0
H 0.15058 2.12717 4.82080 0.0 0.0 -0.1
H 0.75069 0.69710 3.98311 0.0 -0.1 0.0
H -0.96843 1.04740 3.96941 0.1 0.1 0.1

=====

91
Properties=species:S:1:pos:R:3:forces:R:3 method="wB97M-V/def2-TZVPD" de_lowest_kj_mol=455.3 homo_lumo_gap_ev=5.587
O 2.78633 -0.78556 -1.40617 0.5 2.1 -1.2
O 3.64371 -2.38836 0.00342 0.6 -1.9 0.6
C 2.50793 -1.30581 -2.77088 -0.2 -0.4 0.5
C 2.67475 -0.32781 -3.91655 -0.1 -0.3 -0.1
H 1.48608 -1.68890 -2.68024 0.1 0.3 -0.3
H 3.15556 -2.18501 -2.89030 0.1 0.3 0.0
H 1.90559 0.45064 -3.88085 0.2 -0.1 -0.2
H 2.54801 -0.90782 -4.84328 -0.1 0.2 0.3
H 3.67447 0.11688 -3.97652 -0.2 -0.1 0.1
C 3.26580 0.68806 -1.30863 -0.9 -1.3 -0.1
C 4.75396 0.63840 -1.33881 0.8 0.1 -0.2
H 2.83664 1.12576 -0.40462 -0.1 -0.5 0.0
H 2.80129 1.17167 -2.16698 0.2 0.1 0.3
H 5.11506 -0.06491 -0.57094 0.0 0.3 -0.5
H 5.23507 1.61156 -1.14848 -0.4 -0.2 0.0
H 5.07286 0.31895 -2.34071 0.2 -0.1 0.4
C 3.60561 -2.14556 1.44702 -0.4 -0.1 0.0
C 4.03259 -3.75266 -0.43362 -0.5 0.7 0.1
C 4.28793 -0.84819 1.80536 0.0 0.1 0.1
H 4.14108 -2.98555 1.88202 0.1 0.0 0.1
H 2.56238 -2.20136 1.81331 0.5 0.2 -0.5
H 5.26719 -0.76190 1.31369 -0.2 -0.1 0.3
H 4.42011 -0.84657 2.89300 0.1 0.0 -0.2
H 3.69228 0.03888 1.57341 0.0 -0.2 -0.1
C 5.41827 -3.63016 -1.01103 0.3 -0.1 0.0
H 3.26505 -4.10372 -1.15659 0.5 0.3 0.4
H 4.00081 -4.40362 0.45552 -0.1 0.3 -0.4
H 5.48564 -2.85767 -1.77991 -0.2 0.1 0.0
H 5.69119 -4.55806 -1.50540 0.2 -0.2 0.2
H 6.14274 -3.36396 -0.22486 -0.2 -0.3 -0.3
H 3.41873 -1.57194 -0.84732 -1.0 0.8 0.6
Ca -1.77325 0.46285 0.34871 -1.8 1.6 -0.6
C -0.18299 -0.92449 0.65515 3.9 -2.6 -0.4
Si -0.70797 -2.69727 0.49982 0.3 1.6 -0.3
H 0.57816 -0.92421 1.47063 -0.4 0.2 0.0
H 0.49327 -0.80647 -0.26507 -0.8 0.2 0.7
C -0.41597 -3.41015 -1.22145 -0.3 -0.4 -0.3
C -2.51334 -2.76222 1.03478 -0.1 -0.5 0.2
C 0.36301 -3.76053 1.60759 -0.2 -0.7 0.6
C -2.64465 -0.29407 -1.93228 -0.4 0.1 0.2
Si -4.35852 0.34460 -1.60004 1.6 -0.8 -0.5
H -2.62120 -1.31973 -2.33771 -0.3 0.2 0.2
H -2.03734 0.30479 -2.63254 -0.2 0.1 0.2
C -5.36153 -1.02807 -0.78535 -0.4 -0.1 0.0
C -5.19655 0.95585 -3.16629 -0.6 0.3 -0.3
C -4.32170 1.73384 -0.30014 -0.2 0.3 0.1
H -0.18897 -4.63983 1.96722 0.2 0.0 0.0
H 0.68837 -3.19531 2.48468 -0.1 0.0 0.1
H 1.26433 -4.12996 1.10680 -0.1 0.1 -0.1
H -1.02643 -2.93356 -2.00115 0.1 -0.1 0.2
H -0.64049 -4.48833 -1.21746 0.0 0.2 -0.1
H 0.64039 -3.30868 -1.51706 -0.2 0.0 0.2
H -3.22249 -2.28299 0.33051 0.5 -0.3 0.3
H -2.60750 -2.26962 2.02589 0.0 -0.3 -0.4
H -2.76802 -3.82609 1.14525 -0.4 0.2 0.1
H -4.73720 0.47038 -4.03851 -0.1 0.1 0.3
H -5.08478 2.04120 -3.29888 0.0 -0.2 0.0
H -6.27116 0.72799 -3.18909 0.1 0.1 0.0
H -3.62046 2.55153 -0.53952 -0.2 -0.2 0.1
H -4.11436 1.38940 0.73549 -0.1 0.1 -0.4
H -5.32469 2.18076 -0.24662 0.2 0.0 0.0
H -6.43257 -0.89357 -0.98901 0.1 -0.1 0.1
H -5.23578 -1.03426 0.30771 0.0 0.0 -0.2
H -5.06724 -2.01548 -1.16533 -0.1 0.2 0.0
C -0.25477 2.64023 -2.57999 0.0 0.3 -0.1
C -0.53272 3.34857 -1.27936 -0.2 0.3 0.5
C -0.54179 4.73842 -1.17063 0.2 -0.3 -0.4
C -0.74870 5.31059 0.08828 -0.1 -0.6 0.9
C -0.91919 4.50082 1.20452 0.0 0.2 -0.3
C -1.01245 3.08198 1.02835 -0.3 -0.2 0.2
N -0.79982 2.55824 -0.23337 0.3 0.5 0.0
N -1.35669 2.19160 1.96224 0.1 -0.1 0.1
Si -1.77362 2.22862 3.62976 0.2 0.2 -1.6
C -0.44098 3.06244 4.63223 0.1 0.1 0.4
C -3.39703 3.14988 3.78315 -0.1 0.0 0.4
C -2.00918 0.46530 4.24026 0.0 -0.1 0.2
H 0.39749 1.77605 -2.41242 -0.2 0.0 0.0
H -1.18590 2.28411 -3.03313 0.2 0.0 0.1
H 0.23315 3.32094 -3.28100 0.0 0.0 0.0
H -0.37919 5.34707 -2.05379 0.0 0.0 0.1
H -0.78097 6.38785 0.20903 0.1 0.0 -0.1
H -1.04541 4.89007 2.22200 0.0 0.0 -0.6
H -0.05197 3.95435 4.12219 -0.1 -0.2 0.1
H -0.87070 3.36958 5.59508 0.3 0.0 0.0
H 0.39793 2.37720 4.82123 -0.2 0.2 0.0
H -4.21725 2.56218 3.34489 0.2 0.2 0.1
H -3.61305 3.32880 4.84601 -0.2 0.1 -0.2
H -3.34454 4.11742 3.26354 0.0 -0.2 0.1
H -2.85243 -0.04782 3.75098 0.2 0.2 0.1
H -1.10661 -0.15405 4.12274 -0.2 0.2 -0.1
H -2.23870 0.51554 5.31642 0.0 -0.1 -0.2

=====

| no. | HOMO (eV) |
| --- | --- |
| 1 | -7.424 |
| 2 | -9.358 |
| 3 | -5.674 |